1.
ORCA calculation (the ωB97M-V functional and the def2-TZVPD basis) on a cluster of 2 separate species, C4H14N3O in total.

```
22
Properties=species:S:1:pos:R:3:forces:R:3
C -1.4788 -0.2091 -1.5113 -0.684 1.161 3.628
C -0.0998 0.3156 -1.4360 1.317 2.533 -1.804
C -0.0260 1.3295 -0.2221 0.974 0.390 -1.335
N 1.6199 1.8405 2.2642 1.089 -0.942 1.699
C 0.7681 0.8336 1.9641 -0.118 -0.337 1.683
N 0.0070 0.5634 0.9930 -0.809 -0.554 -1.049
N -1.4665 -1.4208 -0.5762 0.351 2.125 -0.100
H -1.7938 -0.5423 -2.4231 -0.715 -0.942 -2.457
H -2.1943 0.6666 -1.1723 1.046 -2.253 -0.382
H 0.0442 0.7671 -2.5191 0.218 -0.195 2.407
H 0.7354 -0.3940 -1.2886 -0.760 -0.027 -0.293
H -0.9580 1.9512 -0.2480 1.036 -0.114 0.074
H 0.9128 1.9346 -0.3314 -0.962 -0.046 -0.123
H 2.3793 1.6938 2.9792 -1.652 -0.069 -0.937
H 1.9588 2.3886 1.5453 0.551 1.503 -1.744
H 0.6036 0.1743 2.7928 0.309 -0.412 0.634
H -2.3353 -1.8284 -0.5031 -2.881 -0.978 0.480
H -1.1233 -1.1309 0.3853 0.270 -0.319 -1.123
H -0.9183 -2.1158 -1.0576 0.908 -0.226 0.657
H 1.1996 -1.7025 0.6890 -1.134 -1.978 -0.982
H 1.3712 -2.6025 -0.5289 1.109 -0.516 -1.130
O 0.7942 -2.5128 0.2046 0.537 2.194 2.198
```
Forces are in eV/Å.

Properties
electronic energy	-10885.7502	eV
relative energy (zero: lowest compared OMol25 entry of this formula, charge and spin)	2.4108	eV
charge	+1

=====

2.
ORCA calculation (the ωB97M-V functional and the def2-TZVPD basis) on an isolated molecule of C6H11NO.

```
19
Properties=species:S:1:pos:R:3:forces:R:3
C 1.9060 -1.0023 -0.5441 0.709 0.607 -0.105
C 1.0153 0.0833 0.0083 -0.587 -0.124 0.105
C -0.2981 0.2682 -0.6798 0.320 0.878 0.070
C -1.5754 1.0844 -0.6260 0.523 -0.692 -0.259
C -1.5773 -1.0048 0.5977 -0.684 -0.059 0.469
C -0.2736 -0.2448 0.8076 -0.774 -0.789 -0.575
H 1.3586 -1.7715 -1.0868 -0.032 0.082 0.066
H 2.4893 -1.4764 0.2517 -0.153 0.052 -0.018
H 2.6275 -0.4927 -1.2103 -0.330 -0.445 0.094
H 1.0292 1.9972 0.6799 0.950 -0.844 -0.617
H 2.1565 1.1164 1.3822 0.241 -0.489 -0.179
H -0.5014 -0.5818 -1.3382 0.263 0.262 0.121
H -1.9770 1.3384 -1.6136 -0.018 -0.132 0.200
H -1.5080 1.9973 -0.0240 -0.090 -0.188 0.088
H -2.1439 -1.2797 1.5192 0.554 0.218 -0.583
H -1.5324 -1.8919 -0.0771 0.111 0.650 0.514
H -0.5002 0.5503 1.5236 0.252 0.064 -0.297
N 1.7389 1.2496 0.4639 -1.418 1.091 0.682
O -2.4341 0.0607 -0.0342 0.164 -0.144 0.226
```
Forces are in eV/Å.

Properties
electronic energy	-9934.5153	eV
relative energy (zero: lowest compared OMol25 entry of this formula, charge and spin)	3.9391	eV

=====

3.
ORCA calculation (the ωB97M-V functional and the def2-TZVPD basis) on a structure of composition C36H55BBrCaCl6F3O4.

```
107
Properties=species:S:1:pos:R:3:forces:R:3
Ca -0.1683 -0.3379 0.2812 -0.556 0.757 1.975
Br 2.3349 0.0967 1.3966 -0.048 -0.204 -0.276
B -0.1142 -1.6474 -1.9996 0.199 -0.486 -0.244
H 6.7230 3.6615 -5.3670 -0.041 -0.041 0.018
H -5.0019 6.3539 8.2462 0.027 -0.041 -0.051
H 0.1127 -2.3661 -0.9915 0.077 -0.027 -0.334
H 9.4984 -5.2949 -8.1985 -0.021 0.029 0.020
C -4.9933 -0.1219 1.0000 0.479 -1.781 0.960
C -3.7567 -0.9940 1.0665 0.539 0.479 -0.841
O -2.7409 -0.5489 0.5255 0.398 -0.241 -0.092
C -3.6682 -2.3607 1.6725 -1.522 0.017 1.541
H -5.5309 -0.1398 1.9601 -0.003 0.021 -0.413
H -5.5937 -0.6018 0.2214 -0.300 0.340 0.013
H -4.6478 0.8489 0.7367 -0.145 0.798 -0.354
H -2.9340 -2.2534 2.4768 -0.029 -0.113 0.053
H -3.2676 -3.0913 0.9985 0.171 -0.266 -0.573
H -4.6276 -2.7574 2.1295 1.065 0.614 -0.669
C -0.6587 1.4111 4.4939 1.044 0.011 0.279
C -0.9814 1.6987 3.0817 0.530 1.031 -0.460
O -0.8499 0.8823 2.1981 -0.183 -0.985 -0.589
C -1.3193 3.1316 2.7743 0.151 -0.682 -0.867
H 0.2769 2.0292 4.6351 -0.817 -0.593 0.222
H -0.3969 0.3454 4.6350 -0.415 0.709 0.147
H -1.4340 1.8040 5.1626 0.282 -0.228 0.012
H -0.6836 3.7691 3.3399 0.162 0.616 0.696
H -2.3463 3.2463 3.0307 -0.937 0.485 0.461
H -1.2040 3.4100 1.7244 0.120 -0.444 0.157
C 1.0383 -4.3149 2.5711 0.902 -0.126 -0.051
C 0.4490 -2.9441 2.5929 1.175 -0.367 1.241
O -0.2242 -2.5206 1.6812 -0.533 0.594 -1.218
C 0.6794 -2.0957 3.8300 -1.226 0.090 -0.667
H 1.6459 -4.4872 1.6681 -0.097 0.338 0.247
H 0.2440 -5.0297 2.4797 -0.558 -0.487 0.148
H 1.6554 -4.5133 3.4635 -0.374 0.035 -0.437
H 1.7201 -2.0548 4.1888 -0.671 -0.718 0.361
H -0.2003 -2.3645 4.5179 1.722 0.328 -0.374
H 0.5016 -1.1151 3.4213 -0.253 0.627 0.304
C 0.1502 4.1912 -0.9428 0.461 -0.544 -1.985
C 0.2924 2.6888 -1.3823 -0.868 0.731 1.584
O 0.0890 1.8235 -0.5246 -0.006 0.173 -0.977
C 0.6957 2.3601 -2.7802 1.348 0.707 0.316
H -0.5826 4.3786 -0.1462 0.559 -0.461 -0.071
H -0.2438 4.7111 -1.8723 0.793 -0.190 1.175
H 1.1984 4.5385 -0.6777 -1.338 -0.114 -0.321
H 0.6193 3.2036 -3.4406 -0.002 0.558 -0.132
H 0.2101 1.5550 -3.2743 -0.688 -1.002 0.154
H 1.7739 2.0967 -2.7373 -0.347 0.056 -0.009
Cl 6.9127 1.5804 -1.3958 -0.154 0.058 0.022
C 5.3821 0.9019 -0.7743 0.918 -0.006 1.406
C 4.6977 0.0507 -1.7454 -0.986 -0.216 -1.209
Cl 4.3100 1.0205 -3.2256 0.061 -0.374 0.006
H 4.7501 1.6945 -0.4057 -0.087 0.335 -0.060
H 5.6821 0.2744 0.0733 -0.202 0.163 -0.027
H 3.7219 -0.2957 -1.4118 0.109 0.099 0.461
H 5.2821 -0.8245 -1.9792 0.275 -0.106 -0.552
Cl -3.9273 -4.2989 -1.8298 0.004 0.131 0.449
C -2.1477 -4.3997 -1.6388 -0.674 0.071 -2.865
C -1.6847 -5.7776 -1.3221 2.334 1.563 2.912
Cl -1.8532 -6.0593 0.4686 -0.105 -0.114 -0.118
H -1.7975 -3.5296 -1.0858 0.033 -0.614 0.653
H -1.8078 -4.2531 -2.6852 -0.029 0.188 0.394
H -0.5945 -5.8113 -1.4766 -0.373 -0.063 -0.102
H -2.1159 -6.6060 -1.7662 -1.242 -1.095 -1.263
Cl 1.8562 4.4782 2.8445 1.376 -0.208 -0.504
C 3.2068 3.9208 1.7130 -0.380 0.067 -1.391
C 4.3300 3.1027 2.2871 1.354 0.108 -0.642
Cl 5.3399 4.0587 3.4114 -0.155 0.081 0.289
H 3.6701 4.7494 1.1362 -0.740 0.023 0.792
H 2.6369 3.3195 0.9831 0.418 -0.007 0.350
H 5.1089 2.8126 1.4938 -1.647 0.334 0.798
H 3.9816 2.2235 2.7880 -0.120 -0.452 0.314
F 5.1994 -3.5053 -1.0572 -0.215 0.081 0.481
C 5.7728 -3.2673 0.1681 0.134 -0.442 -2.265
C 5.2320 -2.3436 0.9786 0.154 0.081 1.531
C 5.8625 -2.0618 2.1829 0.253 -0.597 -1.394
C 7.0076 -2.7397 2.4597 0.493 0.231 1.973
C 7.5690 -3.6376 1.5909 1.575 -0.446 0.527
C 6.9710 -3.8731 0.3937 -0.312 0.510 0.949
H 4.3042 -1.9472 0.7787 -1.886 1.127 -0.713
H 5.5950 -1.2914 2.8429 -0.960 0.782 0.684
H 7.3902 -2.5404 3.4537 0.652 -0.166 -0.171
H 8.5438 -4.1069 1.7975 -0.617 0.250 0.054
H 7.4647 -4.4350 -0.3104 0.670 -1.385 -1.669
F -6.6584 3.0852 -2.7646 -0.146 0.393 -0.765
C -5.5590 3.2123 -2.0329 0.939 -1.171 2.259
C -4.3277 2.7251 -2.4876 -1.163 0.310 -1.929
C -3.2547 2.5750 -1.6571 0.986 -0.183 1.562
C -3.3994 2.9640 -0.3176 0.257 0.217 -0.902
C -4.5686 3.5378 0.1049 -0.586 -0.389 -0.060
C -5.7044 3.5503 -0.6797 0.675 0.541 -1.801
H -4.2920 2.4737 -3.5518 0.174 -0.142 0.352
H -2.2949 2.0961 -1.9324 -0.856 0.407 -0.309
H -2.6212 2.8910 0.4075 0.645 -0.234 0.035
H -4.6193 3.9077 1.0923 -0.175 0.295 1.036
H -6.6286 3.9550 -0.3561 -0.748 0.161 0.436
F -6.1883 0.0223 -2.3088 -1.413 0.054 1.637
C -5.2661 -0.2298 -3.2037 0.253 0.936 -0.054
C -3.9639 -0.3370 -2.7914 -0.043 -0.894 -0.238
C -2.9960 -0.5470 -3.7345 0.871 -0.091 0.047
C -3.2824 -0.4874 -5.0660 -0.272 -0.065 -1.639
C -4.6177 -0.3045 -5.4189 0.223 0.362 -1.714
C -5.6303 -0.1422 -4.5200 0.503 -0.527 -0.014
H -3.6141 -0.3281 -1.7905 -0.454 0.067 1.001
H -2.0091 -0.7644 -3.3710 0.432 0.219 -0.177
H -2.5250 -0.5509 -5.8655 -0.385 -0.134 0.662
H -4.9582 -0.2064 -6.4500 0.649 -0.162 -0.029
H -6.6117 0.0388 -4.9070 -0.513 0.037 0.428
```
Forces are in eV/Å.

Properties
electronic energy	-218842.1744	eV

=====

4.
ORCA calculation (the ωB97M-V functional and the def2-TZVPD basis) on a cluster of 2 separate species, C4H12OS2 in total.

```
19
Properties=species:S:1:pos:R:3:forces:R:3
C 1.0556 -2.0435 -1.6039 -0.489 -1.159 -0.316
C -0.1071 -1.9141 -0.6427 -0.408 0.391 0.322
S 0.3472 -2.2502 1.1028 -0.040 -0.105 -0.283
S -1.3228 -1.5374 2.0531 0.640 0.787 -0.150
C -0.6091 0.0892 2.5498 0.007 0.209 0.762
C -0.4404 1.2909 1.5940 0.236 -0.837 1.502
H 0.8506 -1.4729 -2.5082 0.303 0.563 0.242
H 1.9717 -1.7808 -1.0813 0.237 0.164 -0.466
H 1.1028 -3.0554 -2.0124 0.428 -0.189 0.434
H -0.4394 -0.8778 -0.7208 -0.333 -0.141 0.386
H -0.9404 -2.6023 -0.7995 0.109 0.287 -0.540
H 0.3380 -0.1712 3.0285 0.005 0.050 -0.207
H -1.2285 0.4490 3.3813 -0.191 -0.268 -0.129
H -0.0618 2.0698 2.2690 -0.166 0.134 -0.265
H 0.3526 1.1429 0.8668 -0.461 -0.100 -0.530
H -1.4333 1.5723 1.2705 0.122 0.227 -0.769
H 0.7932 3.8501 -3.3661 0.134 -0.428 0.222
H -0.5064 3.9000 -2.6608 -0.162 -0.253 0.267
O 0.2776 3.3413 -2.7201 0.028 0.668 -0.480
```
Forces are in eV/Å.

Properties
electronic energy	-28060.3594	eV
relative energy (zero: lowest compared OMol25 entry of this formula, charge and spin)	0.5066	eV

=====

5.
ORCA calculation (the ωB97M-V functional and the def2-TZVPD basis) on an isolated molecule of C5H10O.

```
16
Properties=species:S:1:pos:R:3:forces:R:3
O 1.9557 1.1873 0.3454 -0.342 -0.175 -0.080
C 2.0093 -0.1631 0.0529 -3.249 -1.481 -0.469
C 0.4532 -0.9421 -0.5199 -0.020 0.462 0.991
C -0.5664 -0.3119 0.3336 -0.340 -0.123 0.332
C -1.9808 -0.1082 -0.0994 -0.357 -0.082 -0.005
C -1.0464 1.0674 -0.0271 -0.066 0.195 0.044
H 1.4254 1.2855 1.1551 0.170 0.091 -0.436
H 2.2549 -0.7695 0.9211 0.455 -0.328 -0.604
H 2.0056 -0.4819 -0.9592 3.314 0.584 -0.970
H 0.5734 -2.0301 -0.3766 0.106 0.434 0.260
H 0.1853 -0.8292 -1.6053 0.711 0.416 0.780
H -0.3856 -0.5144 1.3875 -0.275 0.121 0.028
H -2.2649 -0.4781 -1.0814 0.040 0.063 0.166
H -2.7456 -0.2019 0.6621 -0.037 0.074 -0.126
H -0.6862 1.4994 -0.9593 -0.049 -0.154 0.216
H -1.1869 1.7910 0.7704 -0.060 -0.095 -0.126
```
Forces are in eV/Å.

Properties
electronic energy	-7391.2287	eV
relative energy (zero: lowest compared OMol25 entry of this formula, charge and spin)	3.5366	eV

=====

6.
ORCA calculation (the ωB97M-V functional and the def2-TZVPD basis) on a structure of composition C33H36F4N2SbSr.

```
77
Properties=species:S:1:pos:R:3:forces:R:3
Sr 1.6773 -0.6137 0.1803 -0.036 0.364 -0.329
C 0.4056 2.8048 0.1321 -0.205 0.030 0.079
C 1.9215 2.8522 0.1351 0.082 -0.139 -0.160
N 2.5264 1.7676 -0.6654 0.140 -0.093 0.123
C 2.1032 1.7970 -2.0861 0.080 -0.094 0.157
C 2.2739 3.1200 -2.8126 -0.013 0.196 -0.154
C 4.0146 1.7644 -0.5032 -0.334 0.219 0.000
C 4.6098 0.3720 -0.6524 -0.098 -0.371 0.158
N 3.9658 -0.5489 0.3020 1.053 -0.025 0.589
C 4.5616 -0.9068 1.5013 -0.525 0.307 -0.867
C 3.7359 -1.2730 2.5757 -0.423 0.089 -0.057
F 2.3489 -1.1545 2.3646 0.363 -0.188 0.481
C 4.1436 -1.6945 3.8143 -0.019 -0.026 -0.005
F 3.2265 -1.9911 4.7410 -0.031 -0.011 -0.023
C 5.4884 -1.7924 4.0891 0.201 -0.036 0.156
C 6.3449 -1.4352 3.0664 0.284 0.028 -0.125
F 7.6656 -1.5130 3.2519 -0.027 -0.034 0.105
C 5.9146 -1.0130 1.8211 0.269 -0.004 0.019
F 6.8399 -0.7388 0.8860 0.083 -0.005 0.015
H 0.0014 3.5845 0.7817 0.064 -0.030 -0.054
H 0.0320 1.8538 0.5372 0.021 -0.006 0.020
H -0.0427 2.9310 -0.8556 0.087 0.039 0.030
H 2.2876 2.7288 1.1522 -0.002 -0.040 0.155
H 2.2804 3.8346 -0.1843 -0.035 0.059 -0.122
H 1.0490 1.4972 -2.1402 -0.029 0.014 0.020
H 2.6655 1.0172 -2.6060 0.065 0.004 -0.009
H 1.6551 3.9088 -2.3793 0.031 -0.067 -0.012
H 1.9653 3.0075 -3.8544 0.034 -0.017 0.069
H 3.3098 3.4647 -2.8132 -0.060 -0.052 0.023
H 4.2216 2.1090 0.5103 -0.002 0.020 0.038
H 4.4776 2.4886 -1.1852 0.013 -0.100 -0.018
H 5.6929 0.4342 -0.5647 0.002 0.041 0.086
H 4.4325 0.0187 -1.6773 -0.019 -0.097 0.082
H 5.8576 -2.1318 5.0484 -0.037 0.052 -0.106
C -4.8194 -1.2579 -0.0700 0.120 0.017 -0.006
C -4.0018 -2.4642 -0.4675 -0.003 -0.043 0.026
C -4.6509 -3.6786 -0.6884 0.070 -0.029 -0.017
C -3.9553 -4.8313 -1.0397 -0.057 0.039 0.014
C -2.5777 -4.7976 -1.1789 0.017 0.138 0.031
C -1.9129 -3.5954 -0.9636 -0.195 -0.060 0.000
C -2.6039 -2.4338 -0.6130 -0.210 -0.246 -0.056
Sb -1.4031 -0.7214 -0.3294 -1.088 0.096 -0.442
C -1.8130 -0.3739 1.7421 -0.024 0.071 0.475
C -1.3082 -1.5047 2.4042 -0.110 0.191 0.215
C -1.3518 -1.6273 3.7889 0.056 -0.065 -0.172
C -1.8972 -0.5992 4.5357 -0.029 0.060 0.065
C -2.3909 0.5284 3.8952 0.019 -0.044 0.024
C -2.3627 0.6727 2.5079 0.135 -0.326 0.026
C -2.9539 1.9177 1.9233 -0.106 0.076 -0.123
C -2.1518 0.6084 -1.8235 -0.103 0.270 -0.252
C -2.9419 1.7494 -1.6489 0.213 -0.211 -0.479
C -3.2583 2.5816 -2.7190 0.016 -0.091 0.080
C -2.7896 2.2794 -3.9876 -0.013 0.013 -0.002
C -2.0201 1.1425 -4.1760 0.021 -0.095 -0.025
C -1.6886 0.2959 -3.1183 0.022 0.009 0.007
C -0.8458 -0.9258 -3.4186 -0.051 0.045 -0.062
H -5.8833 -1.4911 -0.0839 0.037 -0.025 0.000
H -4.6619 -0.4165 -0.7486 0.065 -0.031 -0.033
H -4.5712 -0.9182 0.9402 0.059 -0.058 -0.026
H -5.7301 -3.7213 -0.5831 0.071 0.004 -0.003
H -4.4940 -5.7577 -1.2049 0.018 0.083 0.018
H -2.0247 -5.6885 -1.4530 -0.041 0.066 0.023
H -0.8363 -3.5699 -1.0833 0.089 0.010 0.001
H -0.9039 -2.3393 1.8334 0.002 -0.013 -0.003
H -0.9652 -2.5184 4.2697 -0.021 0.059 -0.044
H -1.9422 -0.6719 5.6169 0.005 0.017 -0.102
H -2.8224 1.3279 4.4888 0.036 -0.053 -0.041
H -3.2473 2.6170 2.7047 0.007 -0.049 0.019
H -3.8486 1.6867 1.3428 -0.013 -0.004 -0.037
H -2.2501 2.4356 1.2773 0.079 0.038 -0.175
H -3.3420 1.9945 -0.6915 -0.107 0.088 0.500
H -3.8813 3.4548 -2.5595 0.055 -0.076 0.019
H -3.0346 2.9149 -4.8323 0.028 -0.060 0.096
H -1.6747 0.8880 -5.1733 -0.017 0.034 0.068
H -0.7521 -1.0775 -4.4932 -0.052 0.041 0.005
H -1.2617 -1.8442 -2.9992 -0.054 0.053 -0.026
H 0.1724 -0.8196 -3.0340 0.077 0.034 0.050
```
Forces are in eV/Å.

Properties
electronic energy	-56022.6085	eV
relative energy (zero: lowest compared OMol25 entry of this formula, charge and spin)	1.4936	eV
charge	+1

=====

We obtain frontier orbital gap values of 10.4, 9.9, 0.7, 9.4, 9.4, 7.1 eV for the records listed above, in that order.